Entry 1:
Computed, not measured: C15H18N2O4S in the gas phase at a distorted geometry, with the ωB97M-V functional and the def2-TZVPD basis.

Summary:
**Relative energy (zero: lowest compared OMol25 entry of this formula, charge and spin)**: 493.35 kJ/mol
**LUMO energy**: 0.0 eV
**Kohn-Sham gap**: 8.11 eV
**SMILES string**: CNC(=O)c1sc(-c2cc(OC)c(OC)c(OC)c2)nc1C
**HOMO energy**: -8.124 eV

Atoms and positions in Å:
C1 4.273839 0.566557 5.237589
N1 3.451059 0.053786 4.095748
C2 2.096277 -0.135588 4.258363
O1 1.509367 -0.160451 5.386898
C3 1.315187 -0.385248 3.088981
S1 1.263555 0.725317 1.728065
C4 0.257708 -0.321701 0.858945
C5 -0.177092 -0.140037 -0.479984
C6 -1.104209 -1.001125 -1.035346
C7 -1.800790 -0.638494 -2.291833
O2 -2.742417 -1.375856 -2.930483
C8 -2.636063 -2.794689 -2.712253
C9 -1.474931 0.618161 -2.953471
O3 -2.203358 1.070763 -4.063641
C10 -3.167957 2.001054 -3.539703
C11 -0.343307 1.351094 -2.509786
O4 0.029532 2.646323 -2.872565
C12 0.035948 2.934692 -4.284231
C13 0.145248 1.012495 -1.268456
N2 0.062228 -1.492711 1.475284
C14 0.599804 -1.505093 2.800905
C15 0.621416 -2.613603 3.750950
H1 5.304910 0.194738 5.232048
H2 3.887736 0.349635 6.165183
H3 4.267163 1.704236 5.361084
H4 3.799043 -0.055630 3.160787
H5 -1.552947 -1.880932 -0.615061
H6 -3.418790 -3.011233 -1.885655
H7 -1.706396 -3.210722 -2.371539
H8 -3.088749 -3.379337 -3.506560
H9 -3.926206 2.346373 -4.180993
H10 -2.768743 2.869389 -3.144483
H11 -3.766315 1.509849 -2.807855
H12 -0.929887 3.096169 -4.781758
H13 0.735416 3.789200 -4.338921
H14 0.410637 2.236657 -5.012378
H15 0.886030 1.779291 -0.898053
H16 1.313422 -2.484429 4.560335
H17 -0.325841 -2.762746 4.106595
H18 0.868474 -3.506151 3.217248

Cartesian forces (eV/Å) of the 2 atoms listed first:
C 0.687 1.827 -2.013
N -0.711 0.551 1.826

---

Entry 2:
Computed, not measured: C15H18N4O4 in the gas phase at a distorted geometry, with the ωB97M-V functional and the def2-TZVPD basis.

Summary:
**Relative energy (zero: lowest compared OMol25 entry of this formula, charge and spin)**: 503.13 kJ/mol
**LUMO energy**: 0.3 eV
**Kohn-Sham gap**: 8.91 eV
**SMILES string**: N[C@@H](Cc1c[nH]cn1)C(=O)N[C@@H](Cc1ccc(O)cc1)C(=O)O
**HOMO energy**: -8.569 eV

Atoms and positions in Å:
N1 0.393016 3.548145 0.881921
C1 1.070672 2.471852 0.105824
C2 2.141377 3.210554 -0.849794
C3 2.579115 2.265096 -1.911197
C4 2.413122 2.237949 -3.228321
N2 3.086173 1.137655 -3.729945
C5 3.678642 0.512947 -2.683726
N3 3.301508 1.070404 -1.556394
C6 1.930956 1.507515 0.979016
O1 3.012702 1.856328 1.490405
N4 1.371222 0.215577 1.063208
C7 -0.019660 -0.056937 0.570336
C8 -0.174627 -1.501515 1.013770
C9 -1.487515 -2.220059 0.710347
C10 -1.439493 -3.642109 0.608967
C11 -2.606274 -4.343747 0.329299
C12 -3.896225 -3.750299 0.030603
O2 -5.064017 -4.396355 -0.042237
C13 -3.992864 -2.378849 0.069651
C14 -2.652860 -1.671439 0.263368
C15 -0.962615 0.750824 1.456837
O3 -1.971169 1.298143 0.954881
O4 -0.569684 0.860569 2.620921
H1 -0.455398 3.102937 1.115332
H2 0.977882 3.806861 1.706278
H3 0.296867 1.958229 -0.395627
H4 1.629918 4.106156 -1.202184
H5 2.966157 3.483484 -0.008580
H6 2.014694 3.018599 -3.836869
H7 3.140213 0.795530 -4.684905
H8 4.295094 -0.381818 -2.625185
H9 1.495759 -0.147188 1.973828
H10 0.079830 0.171839 -0.496260
H11 0.621112 -2.082148 0.484823
H12 -0.186936 -1.418121 2.066993
H13 -0.499074 -3.954283 1.036537
H14 -2.539748 -5.498522 0.176307
H15 -5.046814 -5.203287 -0.589336
H16 -4.877702 -1.813399 -0.051558
H17 -2.763509 -0.631694 0.559436
H18 -0.964937 1.584161 3.177811

Cartesian forces (eV/Å) of the 2 atoms listed first:
N 1.995 -0.498 0.049
C 3.010 2.381 0.156

---

Entry 3:
Computed, not measured: C15H18N4O4S in the gas phase at a distorted geometry, with the ωB97M-V functional and the def2-TZVPD basis.

Summary:
**Relative energy (zero: lowest compared OMol25 entry of this formula, charge and spin)**: 132.93 kJ/mol
**LUMO energy**: 0.5 eV
**Kohn-Sham gap**: 9.50 eV
**SMILES string**: COCc1nnc(NC(=O)C2CCN(C(=O)c3ccco3)CC2)s1
**HOMO energy**: -9.040 eV

Atoms and positions in Å:
C1 0.662303 2.293765 -6.623062
O1 -0.089412 3.330184 -6.037109
C2 -1.446290 3.009533 -5.863444
C3 -1.675857 1.962682 -4.824203
N1 -2.387318 0.908614 -5.008430
N2 -2.465635 0.112452 -3.949465
C4 -1.795215 0.559942 -2.938451
N3 -1.726712 -0.099221 -1.740340
C5 -1.007296 0.382583 -0.676261
O2 -0.407274 1.428831 -0.745060
C6 -1.021715 -0.529620 0.534224
C7 -0.571828 0.230102 1.782295
C8 -0.485070 -0.710681 2.987062
N4 0.386047 -1.824596 2.697492
C9 1.632715 -2.018521 3.202491
O3 2.412325 -2.817957 2.719668
C10 1.977519 -1.266388 4.436608
C11 1.318269 -1.116927 5.630794
C12 2.215011 -0.449686 6.494217
C13 3.348694 -0.247482 5.765983
O4 3.215793 -0.745192 4.533147
C14 -0.015944 -2.589966 1.536546
C15 -0.064102 -1.705893 0.291083
S1 -0.976379 2.074861 -3.215471
H1 0.668475 1.393354 -5.998718
H2 0.266691 2.032145 -7.611587
H3 1.677271 2.672024 -6.722602
H4 -1.929112 3.942162 -5.553858
H5 -1.900066 2.661809 -6.803207
H6 -2.233900 -0.971299 -1.688355
H7 -2.037226 -0.915864 0.680270
H8 0.406670 0.672482 1.589674
H9 -1.268704 1.040180 2.000280
H10 -1.482590 -1.101232 3.223570
H11 -0.110250 -0.164049 3.850604
H12 0.331685 -1.460212 5.868242
H13 2.038627 -0.164885 7.510868
H14 4.279155 0.226875 6.007631
H15 -1.004639 -3.021943 1.729428
H16 0.711135 -3.392994 1.404818
H17 0.936580 -1.319743 0.089460
H18 -0.382431 -2.300229 -0.566834

Cartesian forces (eV/Å) of the 2 atoms listed first:
C 0.070 -0.121 -0.054
O 0.031 0.205 0.147

---

Entry 4:
Computed, not measured: a molecular structure, C15H18N6NiSe5Te, with the ωB97M-V functional and the def2-TZVPD basis.

Summary:
**Expectation value of S²**: 2.0081
**2S+1**: 3
**Relative energy (zero: lowest compared OMol25 entry of this formula, charge and spin)**: 9.17 kJ/mol
**LUMO energy (alpha / beta)**: -0.4 / -0.4 eV
**Kohn-Sham gap (alpha / beta)**: 6.14 / 6.14 eV
**HOMO energy (alpha / beta)**: -6.508 / -6.514 eV

Atoms and positions in Å:
Ni1 0.376805 -0.226728 -0.042550
Se1 -0.378606 1.650629 -2.053445
Se2 0.210948 3.536128 -0.849045
C1 1.345886 2.810785 0.537397
C2 1.980642 3.761835 1.324571
C3 2.877743 3.323051 2.280338
C4 3.126992 1.963274 2.389782
C5 2.440011 1.094674 1.564219
N1 1.535763 1.509913 0.661441
C6 -1.912378 1.258882 -0.956254
C7 -3.212836 1.502275 -1.350914
C8 -4.228427 1.124420 -0.484698
C9 -3.898834 0.528737 0.723773
C10 -2.561675 0.321522 1.024944
N2 -1.585175 0.685391 0.195517
H1 1.784706 4.814910 1.171484
H2 3.390373 4.034420 2.914966
H3 3.838785 1.572054 3.102132
H4 2.612549 0.028778 1.610216
H5 -3.415819 1.960744 -2.307598
H6 -5.263909 1.288598 -0.753204
H7 -4.661555 0.218990 1.423897
H8 -2.252068 -0.161145 1.943761
Se3 2.397664 -1.093605 -1.157401
Se4 2.326616 -3.298303 -0.440378
Te1 2.235451 -2.921985 2.041104
Se5 0.196954 -1.468232 2.118806
C11 -0.265784 -6.051773 -1.656801
C12 -1.473781 -5.751465 -2.537529
C13 -1.049059 -5.290886 -3.927927
C14 -2.422173 -4.755281 -1.874835
N3 -1.853415 -3.419109 -1.715877
C15 -1.094374 -2.910544 -0.745703
N4 -0.834184 -1.665039 -1.059479
N5 -1.443450 -1.421244 -2.235948
N6 -2.055842 -2.467455 -2.642092
H9 0.338940 -6.845016 -2.097549
H10 -0.565724 -6.376767 -0.657512
H11 0.377422 -5.175553 -1.548149
H12 -2.066219 -6.667242 -2.638970
H13 -0.435305 -4.389624 -3.871482
H14 -1.909865 -5.071657 -4.561993
H15 -0.454426 -6.064685 -4.414190
H16 -2.708749 -5.102789 -0.881939
H17 -3.324006 -4.621332 -2.470054
H18 -0.767989 -3.415834 0.147383

Cartesian forces (eV/Å) of the 2 atoms listed first:
Ni 0.062 -0.009 -0.125
Se -0.067 0.048 -0.007

---

Entry 5:
Computed, not measured: 2 unconnected molecules or ions with the total composition C15H18O2 at a distorted geometry, with the ωB97M-V functional and the def2-TZVPD basis.

Summary:
**Expectation value of S²**: 0.7633
**2S+1**: 2
**Relative energy (zero: lowest compared OMol25 entry of this formula, charge and spin)**: 246.03 kJ/mol
**Total charge**: -1
**LUMO energy (alpha / beta)**: 2.6 / 2.6 eV
**Kohn-Sham gap (alpha / beta)**: 1.75 / 5.77 eV
**HOMO energy (alpha / beta)**: 0.883 / -3.145 eV

Atoms and positions in Å:
C1 1.942222 -2.088076 -2.289934
C2 2.860660 1.455386 -1.205889
C3 3.829795 1.230233 -0.182530
C4 2.205766 0.392417 -1.793998
C5 2.637671 -0.962972 -1.607976
C6 4.264970 -0.103339 -0.062078
C7 3.701916 -1.188428 -0.702942
O1 4.559042 2.255153 0.391410
H1 2.595087 2.554787 -1.453544
H2 1.247863 0.592583 -2.544787
H3 5.043230 -0.539840 0.653557
H4 5.346891 1.914522 0.849747
H5 0.885568 -1.854873 -2.699460
H6 1.622225 -2.924795 -1.609925
H7 3.971099 -2.223780 -0.548844
H8 2.516718 -2.399823 -3.187051
C8 -1.683207 -1.610364 0.896262
C9 -2.181250 -1.837340 -0.645609
C10 -2.294344 -0.303996 1.284127
C11 -3.693464 -0.075061 1.574295
C12 -1.454973 0.839088 1.310226
C13 -4.203340 1.240560 1.709062
C14 -1.865505 2.145438 1.363192
C15 -3.252040 2.257007 1.590513
O2 -3.644824 3.554820 1.552632
H9 -1.894316 -2.541458 1.490620
H10 -0.572159 -1.644564 0.836904
H11 -1.414990 -2.071726 -1.311777
H12 -4.293393 -0.988466 1.666615
H13 -0.409576 0.515022 1.631125
H14 -5.094967 1.509196 1.991769
H15 -1.210586 3.041982 1.088925
H16 -4.519752 3.514976 1.875586
H17 -2.757876 -0.965148 -1.121618
H18 -2.790171 -2.689125 -0.788608

Cartesian forces (eV/Å) of the 2 atoms listed first:
C -2.400 -0.749 -0.926
C 0.153 2.429 1.288

---

Entry 6:
Computed, not measured: C15H18O4 in the gas phase at a distorted geometry, with the ωB97M-V functional and the def2-TZVPD basis.

Summary:
**Relative energy (zero: lowest compared OMol25 entry of this formula, charge and spin)**: 1303.03 kJ/mol
**LUMO energy**: 0.3 eV
**Kohn-Sham gap**: 8.60 eV
**SMILES string**: CCOc1ccc2c(CC)cc(=O)oc2c1OCC
**HOMO energy**: -8.278 eV

Atoms and positions in Å:
C1 -2.612550 0.234113 -4.522585
C2 -1.494351 -0.182614 -3.769253
O1 -1.651549 0.536392 -2.300233
C3 -0.691169 0.034863 -1.294772
C4 0.374117 -0.870314 -1.399771
C5 1.414496 -0.898814 -0.564398
C6 1.233535 -0.340045 0.714433
C7 2.045837 -0.787252 1.889844
C8 3.478214 -1.296883 1.551832
C9 4.492313 -0.687430 0.894433
C10 1.821013 -0.082011 2.949797
C11 0.669530 0.962053 3.190060
O2 0.396088 1.276886 4.255986
O3 -0.187161 0.917948 2.101693
C12 -0.023093 0.456386 0.885086
C13 -0.714160 0.549844 -0.211078
O4 -1.805290 1.507653 -0.105953
C14 -2.815667 1.837080 1.148829
C15 -3.255880 0.291161 1.579553
H1 -2.578246 1.416665 -4.447979
H2 -2.352811 -0.178768 -5.658836
H3 -3.443908 0.123721 -4.143619
H4 -1.420854 -1.301493 -3.809475
H5 -0.485523 0.183068 -4.104194
H6 0.581515 -1.164310 -2.446924
H7 2.189925 -1.679728 -0.753938
H8 3.025314 -2.345123 1.047664
H9 3.465528 -1.667583 2.793878
H10 4.618277 0.136852 1.723788
H11 4.013488 -0.367173 0.044332
H12 5.371136 -1.265521 0.846831
H13 2.432978 0.026205 3.879683
H14 -3.566414 2.270211 0.847750
H15 -2.080905 2.183584 1.688937
H16 -3.911435 0.706053 2.460793
H17 -3.878644 -0.263330 0.967239
H18 -2.653695 -0.272348 2.070567

Cartesian forces (eV/Å) of the 2 atoms listed first:
C 7.599 5.087 -7.088
C 3.415 -0.582 3.763

---

Entry 7:
Computed, not measured: a molecular structure, C15H19Br18GaNO at a distorted geometry, with the ωB97M-V functional and the def2-TZVPD basis.

Summary:
**Total charge**: -1
**LUMO energy**: 0.5 eV
**Kohn-Sham gap**: 5.47 eV
**HOMO energy**: -4.981 eV

Atoms and positions in Å:
O1 -0.431779 -1.936243 0.350913
C1 -0.493665 -3.162227 -0.232733
C2 -0.684857 -4.443785 0.771357
C3 0.504325 -5.569758 0.698994
Ga1 0.334209 -6.857890 -0.916160
N1 -0.429995 -3.197647 -1.743950
C4 0.917546 -2.733724 -2.278362
C5 1.059240 -1.459758 -3.351533
C6 2.537834 -0.940693 -3.936050
C7 3.954773 -1.675510 -3.438888
C8 3.830196 -2.948307 -2.402123
C9 2.351343 -3.453804 -1.859620
H1 -0.698574 -4.037450 1.892527
H2 -1.706432 -5.007231 0.566954
H3 0.428731 -6.254815 1.673626
H4 1.530668 -5.011742 0.783391
H5 1.493820 -6.714764 -2.007980
H6 -1.111342 -6.748569 -1.655422
H7 0.401921 -8.380692 -0.341713
H8 -1.105111 -2.443985 -2.058514
H9 0.111581 -0.866890 -3.770232
H10 2.667436 -0.062476 -4.700667
H11 5.018025 -1.333985 -3.789901
H12 4.801079 -3.524394 -2.014178
H13 2.342890 -4.374874 -1.136913
C10 -1.285869 0.988106 2.131611
Br1 0.337088 1.874871 2.734627
Br2 -2.262897 0.183633 3.608910
Br3 -2.412034 2.176056 1.080604
H14 -0.977326 0.171836 1.470152
C11 1.697229 4.690571 -0.584624
Br4 2.975684 3.754766 0.544001
Br5 0.512423 3.457828 -1.512394
Br6 0.706083 6.038313 0.408002
H15 2.273915 5.218057 -1.351577
C12 4.224433 8.830147 0.016197
Br7 4.641629 7.389297 1.254692
Br8 3.565144 8.154569 -1.684715
Br9 3.006635 10.128723 0.800260
H16 5.162535 9.355751 -0.190518
C13 -4.528122 -3.389889 2.902875
Br10 -6.380463 -2.837111 3.120212
Br11 -4.209052 -5.159777 3.644404
Br12 -3.948410 -3.266079 1.050122
H17 -3.915306 -2.687350 3.477262
C14 -9.519881 -4.836075 5.213751
Br13 -10.132227 -3.510335 3.928677
Br14 -10.420260 -4.652205 6.928302
Br15 -9.662428 -6.644604 4.511618
H18 -8.456190 -4.644044 5.388991
C15 4.340922 12.529895 -2.884158
Br16 5.619376 11.594090 -1.755535
Br17 3.156116 11.297153 -3.811929
Br18 3.349775 13.877637 -1.891533
H19 4.917607 13.057382 -3.651112

Cartesian forces (eV/Å) of the 2 atoms listed first:
O -0.529 -6.820 -3.432
C 0.256 5.229 3.844

---

Entry 8:
Computed, not measured: C15H19BrClNO in the gas phase, with the ωB97M-V functional and the def2-TZVPD basis.

Summary:
**Relative energy (zero: lowest compared OMol25 entry of this formula, charge and spin)**: 14.83 kJ/mol
**LUMO energy**: 0.8 eV
**Kohn-Sham gap**: 9.20 eV
**SMILES string**: C=CCN(CC=C)CCCOc1ccc(Br)cc1Cl
**HOMO energy**: -8.433 eV

Atoms and positions in Å:
C1 1.577204 0.744834 -2.168646
C2 0.423494 0.456650 -2.743905
C3 -0.851435 1.220208 -2.498726
N1 -1.672320 0.722040 -1.399839
C4 -2.253516 -0.597409 -1.619838
C5 -1.384931 -1.764509 -1.238187
C6 -1.755350 -2.723210 -0.410535
C7 -1.011133 0.861058 -0.115251
C8 -1.969112 0.674274 1.060512
C9 -1.291049 0.960818 2.402880
O1 -0.339082 -0.037748 2.728616
C10 0.897807 -0.012235 2.178228
C11 1.618464 1.136405 1.857853
C12 2.887353 1.055376 1.315658
C13 3.456816 -0.185269 1.095297
Br1 5.184019 -0.301590 0.313801
C14 2.785220 -1.348677 1.430555
C15 1.517096 -1.255514 1.970542
Cl1 0.656111 -2.686499 2.383633
H1 2.464702 0.156737 -2.333696
H2 1.687709 1.593188 -1.512202
H3 0.346440 -0.395893 -3.406194
H4 -1.473030 1.204912 -3.398278
H5 -0.614151 2.263041 -2.266504
H6 -3.192409 -0.645546 -1.058065
H7 -2.503806 -0.669270 -2.682961
H8 -0.397975 -1.780975 -1.681149
H9 -1.107979 -3.546868 -0.162065
H10 -2.732372 -2.733307 0.046682
H11 -0.172011 0.153889 -0.015374
H12 -0.601527 1.875491 -0.074909
H13 -2.820217 1.345824 0.943110
H14 -2.331822 -0.352981 1.082020
H15 -2.028169 0.901918 3.207950
H16 -0.848304 1.961696 2.410209
H17 1.188356 2.110710 2.026768
H18 3.428667 1.954580 1.065799
H19 3.232244 -2.316148 1.266212

Cartesian forces (eV/Å) of the 2 atoms listed first:
C 0.153 -0.022 -0.085
C -0.133 0.066 -0.075

---

| no. | DFT total energy (eV) |
| --- | --- |
| 1 | -37848.941 |
| 2 | -29994.782 |
| 3 | -40832.047 |
| 4 | -399857.307 |
| 5 | -19937.836 |
| 6 | -24023.740 |
| 7 | -1332529.088 |
| 8 | -101963.972 |